Record 1
Computed, not measured: the molecule C3H4ClFS in a non-equilibrium geometry, with the ωB97M-V functional and the def2-TZVPD basis.

Each line ends with the natural charge from an NBO analysis.
Geometry (Å):
C  2.1412  1.0089  0.3717  -0.70
S  1.8745  -0.7578  -0.1628  0.24
C  0.1417  -0.9021  0.0431  -0.48
C  -0.7413  0.0831  -0.0935  0.33
F  -0.4261  1.3294  -0.3671  -0.31
Cl  -2.4537  -0.1778  0.1203  0.00
H  3.1360  0.9454  0.6398  0.22
H  1.5658  1.2053  1.2896  0.22
H  1.8436  1.7787  -0.3646  0.23
H  -0.2401  -1.8870  0.3705  0.25

Atomic forces in eV per Å
-2.4045 -0.5666 -0.2391
-0.3345 1.0730 0.2413
-0.4624 -0.3340 0.2444
-0.4268 -1.3542 0.4427
-0.2223 0.5356 -0.3692
0.5241 0.3050 -0.0440
2.2342 0.5794 0.2712
0.1571 -0.2698 -0.3086
0.6498 -0.6844 0.2348
0.2854 0.7160 -0.4733

Calculated values
structure (SMILES) = CS/C=C(\F)Cl
HOMO energy = -8.53 eV
energy relative to the best compared isomer or geometry (same formula, charge and spin) = 65.5 kJ/mol

=====

Record 2
Computed, not measured: a cluster of 6 separate species, C25H43O17P in total, with the ωB97M-V functional and the def2-TZVPD basis.

Each line ends with the Löwdin charge.
Geometry (Å):
C  -0.0178  -0.2175  -3.5801  -0.01
C  -0.2973  1.0539  -2.8265  -0.31
C  -0.7121  0.8808  -1.3850  -0.08
O  -1.5206  2.0503  -1.1579  0.07
C  -2.0380  2.4220  -2.3452  -0.57
O  -2.8978  3.2400  -2.4826  0.13
O  -1.4583  1.7475  -3.3558  0.09
H  0.2968  -0.0043  -4.6008  0.09
H  0.7763  -0.7754  -3.0815  0.08
H  -0.9117  -0.8407  -3.6229  0.09
H  0.5457  1.7458  -2.8927  0.15
H  0.1242  0.8522  -0.6968  0.12
H  -1.3404  -0.0032  -1.2477  0.14
C  -0.4605  -1.9908  4.7239  -0.02
C  0.7363  -2.9021  4.7752  -0.32
C  1.9348  -2.4011  5.5546  -0.08
O  3.0156  -3.0826  4.8901  0.07
C  2.6363  -3.3121  3.6152  -0.57
O  3.3562  -3.6783  2.7422  0.15
O  1.3138  -3.0658  3.4648  0.07
H  -1.2695  -2.4547  4.1610  0.09
H  -0.8160  -1.7856  5.7346  0.08
H  -0.2009  -1.0455  4.2490  0.09
H  0.4504  -3.8996  5.1243  0.16
H  1.9217  -2.6762  6.6061  0.14
H  2.0805  -1.3282  5.4592  0.11
C  3.5684  4.9303  -2.3267  -0.02
C  3.6010  3.8766  -1.2538  -0.32
C  4.8665  3.0452  -1.1745  -0.08
O  4.3817  1.8069  -0.6392  0.08
C  3.0855  1.6852  -0.9896  -0.54
O  2.4332  0.6977  -0.8652  0.15
O  2.6228  2.8455  -1.5083  0.08
H  2.6330  5.4862  -2.2956  0.09
H  4.3911  5.6312  -2.1815  0.09
H  3.6611  4.4730  -3.3121  0.09
H  3.3669  4.3044  -0.2750  0.16
H  5.6314  3.4537  -0.5209  0.14
H  5.2856  2.8533  -2.1654  0.14
C  -2.5422  2.2855  8.1504  -0.02
C  -1.3840  1.3268  8.1872  -0.32
C  -0.1575  1.7922  8.9471  -0.09
O  0.8979  1.0976  8.2690  0.07
C  0.4909  0.8664  7.0015  -0.55
O  1.1940  0.4754  6.1244  0.15
O  -0.8246  1.1367  6.8692  0.08
H  -3.3807  1.8598  7.6022  0.09
H  -2.8713  2.5068  9.1662  0.09
H  -2.2511  3.2147  7.6602  0.09
H  -1.6995  0.3428  8.5460  0.16
H  -0.1553  1.5276  10.0003  0.14
H  0.0051  2.8665  8.8316  0.14
C  -5.5022  2.0793  -4.1127  -0.02
C  -6.6546  3.0225  -3.9180  -0.32
C  -7.1056  3.2134  -2.4850  -0.09
O  -8.4916  3.5411  -2.6431  0.06
C  -8.9203  2.9813  -3.8017  -0.57
O  -10.0583  2.9093  -4.1353  0.16
O  -7.8705  2.5190  -4.5155  0.08
H  -5.2183  2.0188  -5.1623  0.09
H  -4.6504  2.4435  -3.5385  0.06
H  -5.7701  1.0764  -3.7768  0.09
H  -6.4487  3.9921  -4.3801  0.16
H  -6.5917  4.0130  -1.9599  0.14
H  -7.0299  2.2843  -1.9142  0.14
C  1.7899  -2.3494  0.0599  -0.06
C  1.7693  -3.6821  -0.6815  -0.25
O  1.7693  -3.4465  -2.0862  -0.15
C  2.4965  -4.3606  -2.8714  -0.21
C  1.7382  -4.6684  -4.1433  -0.22
O  1.7966  -3.5850  -5.0571  -0.20
C  2.2487  -3.9136  -6.3482  -0.53
P  4.0058  -4.4609  -6.5946  0.81
H  0.9019  -2.2247  0.6792  0.07
H  1.8794  -1.5234  -0.6382  0.04
H  2.6475  -2.3078  0.7294  0.06
H  2.6257  -4.2950  -0.3877  0.11
H  0.8735  -4.2546  -0.4148  0.12
H  2.6830  -5.2963  -2.3324  0.13
H  3.4671  -3.9268  -3.1416  0.12
H  0.6892  -4.8512  -3.8906  0.13
H  2.1333  -5.5851  -4.5934  0.11
H  1.5969  -4.6588  -6.8188  0.07
H  2.1617  -2.9994  -6.9383  0.07
H  4.2582  -5.0325  -5.3336  -0.13
H  4.6200  -3.2150  -6.3623  -0.12

Atomic forces in eV per Å
-0.1084 0.0250 -0.0813
0.0652 -0.1122 0.0126
0.0056 -0.1165 0.0967
-0.0496 -0.0474 -0.0254
0.0348 0.0305 -0.0383
0.0306 0.0309 0.0778
0.0523 0.0737 -0.0029
0.0192 0.0009 0.0057
-0.0010 -0.0173 -0.0069
0.0140 -0.0262 0.0553
0.0061 0.0011 0.0162
-0.0216 0.1313 0.0387
0.0117 -0.0218 -0.0340
0.0002 0.0457 -0.1675
-0.0672 0.0466 0.0761
0.0837 -0.0938 -0.0467
0.0269 0.0375 0.0218
-0.0414 0.0060 -0.0595
0.0547 -0.0504 0.0439
-0.0172 -0.0993 0.0096
-0.0038 -0.0153 0.0110
-0.0004 -0.0015 -0.0015
0.0281 0.0184 0.0757
0.0014 0.0019 0.0203
0.0668 -0.0927 -0.0126
-0.0301 -0.0669 -0.0488
-0.0932 -0.0619 -0.0969
0.0589 0.0317 0.0095
-0.0049 0.0154 -0.0407
0.0300 -0.0273 -0.0430
-0.0398 0.0220 -0.0230
0.0924 0.1137 -0.0322
-0.0345 0.0265 0.0668
0.0025 0.0056 0.0174
-0.0025 0.0080 0.0045
0.0596 -0.0035 0.0079
0.0154 0.0115 0.0018
-0.0333 -0.0520 0.0780
0.0177 0.0463 -0.0065
0.0083 0.0478 -0.1367
-0.0049 0.0207 0.0607
-0.0148 0.0336 -0.0166
0.0194 0.0506 -0.0022
-0.0173 0.0358 -0.0264
-0.0634 0.1909 0.0971
-0.0343 -0.0945 0.0142
-0.0018 -0.0143 0.0114
-0.0071 -0.0052 0.0023
0.0252 0.0186 0.0502
-0.0073 0.0057 0.0194
0.0485 -0.0833 -0.0172
-0.0394 0.0143 0.0302
-0.0913 -0.1191 -0.0633
0.0261 -0.0002 0.0357
0.0190 -0.0135 0.0043
-0.0181 -0.0477 0.0325
0.0090 0.0018 -0.0107
-0.0118 0.0005 0.0039
-0.0031 0.0655 -0.0443
0.0082 0.0349 -0.0019
0.0066 -0.0428 -0.0831
-0.0080 0.0209 0.0655
0.0168 0.0055 0.0102
-0.0561 0.0559 -0.0234
0.0521 0.0009 0.0043
0.1168 -0.1750 0.2283
-0.0702 0.0313 0.1590
-0.0062 0.0575 -0.0433
0.0438 0.0052 -0.0885
-0.1558 -0.1303 0.0043
0.1940 0.1119 0.0619
-0.2068 0.0920 -0.0520
0.0872 -0.1468 -0.4474
-0.0434 0.1004 -0.0700
-0.1051 -0.0416 -0.0563
-0.0116 0.0588 -0.0006
0.0876 0.0607 -0.1210
-0.0095 -0.0396 -0.0807
-0.0972 -0.0085 0.0390
0.0348 -0.0352 0.0502
-0.0063 -0.0054 -0.0050
0.0578 0.0459 -0.0301
-0.0184 -0.0550 0.0820
-0.0881 -0.0499 -0.0651
0.0459 0.1063 0.1242
0.0610 0.0101 0.3154

Calculated values
structure (SMILES) = C[C@@H]1COC(=O)O1.C[C@@H]1COC(=O)O1.C[C@@H]1COC(=O)O1.C[C@@H]1COC(=O)O1.C[C@@H]1COC(=O)O1.CCOCCOCP
HOMO energy = -9.01 eV

=====

Computed values of electronic energy (unit: eV) for the preceding records, in sequence: -29249.91842 -70718.60535.